11
Properties=species:S:1:pos:R:3 method="wB97M-V/def2-TZVPD" homo_lumo_gap_ev=10.265 multiplicity=1 e_tot_ev=-7194.85739 total_charge=0
C 1.3208 -0.6016 0.1981
C -0.2548 1.0603 0.0019
H 1.1134 -0.6812 1.3298
H 2.4493 -0.4235 0.1826
H 1.0112 -1.5040 -0.4274
H -0.6440 2.0864 0.0070
H -2.2971 0.7199 -0.2547
H -0.7830 -0.8092 -1.0655
N 0.8904 0.7495 -0.2788
N -1.4245 0.3468 0.4200
O -1.3817 -0.9434 -0.1130



7
Properties=species:S:1:pos:R:3 method="wB97M-V/def2-TZVPD" homo_lumo_gap_ev=10.191 multiplicity=1 e_tot_ev=-7132.06639 total_charge=0
C 0.9542 0.0826 -0.2529
C 0.3530 -0.6613 0.4689
N -1.6485 1.8389 -0.9538
N -0.8542 1.3044 -1.4959
O -0.4306 -1.3383 1.2614
H 1.5420 0.6137 -0.9322
H 0.0840 -1.8401 1.9045



13
Properties=species:S:1:pos:R:3 method="wB97M-V/def2-TZVPD" homo_lumo_gap_ev=9.997 multiplicity=1 e_tot_ev=-16017.73361 total_charge=0
C -1.8913 1.7620 3.6895
S -1.7853 0.1362 2.9382
H -0.8939 2.1194 3.9722
H -2.2441 2.5853 3.0766
H -2.4767 1.7871 4.6051
N 0.6777 -1.4770 -3.6487
C 1.7290 -1.0657 -2.8154
N 2.7948 -0.5625 -3.2921
H 0.8122 -2.0129 -4.4804
H -0.0543 -0.7887 -3.6904
H 1.4803 -1.1571 -1.7510
H -1.7364 -0.4904 4.1159
H 3.5881 -0.8359 -2.7195



29
Properties=species:S:1:pos:R:3 method="wB97M-V/def2-TZVPD" homo_lumo_gap_ev=7.190 multiplicity=1 e_tot_ev=-44583.49939 total_charge=-1
Au -1.4105 2.2291 0.3757
C 1.7893 0.3094 2.0651
C 1.7013 -0.0063 0.6202
C 2.7308 -0.8031 0.0303
C 2.5628 -1.3128 -1.2345
C 1.4207 -0.8900 -1.9596
C 1.0802 -1.5297 -3.1511
C 0.0417 -1.0265 -3.9289
C -0.8610 -0.0184 -3.4022
C -0.5444 0.6290 -2.2058
S -1.4075 2.0839 -1.9089
C 0.5226 0.1056 -1.3607
N 0.6450 0.4627 -0.0849
H 2.7654 0.0428 2.4772
H 1.0343 -0.3048 2.5793
H 1.4791 1.3656 2.2396
H 3.6177 -0.8998 0.5724
H 3.2462 -1.9613 -1.7613
H 1.7426 -2.2960 -3.5481
H -0.0729 -1.3476 -4.9761
H -1.7569 0.2825 -3.9826
C -3.4570 0.5696 2.7420
S -1.6908 0.5669 2.9003
O -1.3485 0.4253 4.2973
O -1.2628 1.9342 2.4602
O -1.2274 -0.4374 1.9645
H -3.7455 1.6543 2.6283
H -3.8808 0.2236 3.6765
H -3.7138 -0.0508 1.8759



54
Properties=species:S:1:pos:R:3 method="wB97M-V/def2-TZVPD" homo_lumo_gap_ev="4.479 / 4.347" multiplicity=1 e_tot_ev=-56880.53200 total_charge=+3
Pb -0.5664 -0.4141 1.2789
Cl -1.1387 -2.8436 1.1465
C 2.7578 -1.0798 1.3042
O 3.7096 -1.6946 1.4402
P -0.0619 0.0674 -1.4870
C 0.5625 1.6711 -2.1262
C 0.9712 -1.2604 -2.1668
C -1.7331 -0.2332 -2.1580
C 0.4532 -2.5462 -2.4159
C 1.2664 -3.5392 -2.9569
C 2.6352 -3.3234 -3.1503
C 3.1750 -2.0779 -2.7869
C 2.3638 -1.0636 -2.2740
H -0.5878 -2.7607 -2.1789
H 0.8118 -4.4807 -3.2480
H 3.2395 -4.0733 -3.6699
H 4.2403 -1.9048 -2.9489
H 2.8111 -0.1198 -1.9505
C 1.3954 2.4767 -1.3137
C 1.8346 3.7177 -1.7732
C 1.5077 4.1604 -3.0590
C 0.7031 3.3614 -3.8677
C 0.2226 2.1445 -3.4006
H 1.7132 2.1567 -0.3207
H 2.4655 4.3350 -1.1377
H 1.8973 5.1038 -3.4380
H 0.4359 3.6639 -4.8754
H -0.4529 1.5676 -4.0259
C -1.9320 -0.5668 -3.5153
C -3.2198 -0.7521 -4.0355
C -4.3432 -0.6873 -3.1953
C -4.1498 -0.4363 -1.8309
C -2.8788 -0.1910 -1.3165
H -1.0682 -0.6907 -4.1763
H -3.3315 -0.9274 -5.1102
H -5.3469 -0.8211 -3.6072
H -5.0161 -0.4162 -1.1620
H -2.8528 0.0065 -0.2363
H -0.5142 2.3354 1.4957
H -1.1537 1.9375 1.4323
C -0.0588 0.0537 7.9108
C -0.0688 0.0398 6.4380
C 1.0247 0.4820 5.7058
C 1.0237 0.4307 4.3324
N -0.0496 -0.0433 3.6767
C -1.1229 -0.4887 4.3475
C -1.1542 -0.4336 5.7161
H 0.7550 -0.5490 8.3119
H 0.0703 1.0688 8.2790
H -1.0060 -0.3359 8.2630
H 1.8938 0.8952 6.1909
H 1.8512 0.7414 3.6917
H -1.9351 -0.8979 3.7434
H -2.0483 -0.7645 6.2106



Copy entry 4 word for word.
29
Properties=species:S:1:pos:R:3 method="wB97M-V/def2-TZVPD" homo_lumo_gap_ev=7.190 multiplicity=1 e_tot_ev=-44583.49939 total_charge=-1
Au -1.4105 2.2291 0.3757
C 1.7893 0.3094 2.0651
C 1.7013 -0.0063 0.6202
C 2.7308 -0.8031 0.0303
C 2.5628 -1.3128 -1.2345
C 1.4207 -0.8900 -1.9596
C 1.0802 -1.5297 -3.1511
C 0.0417 -1.0265 -3.9289
C -0.8610 -0.0184 -3.4022
C -0.5444 0.6290 -2.2058
S -1.4075 2.0839 -1.9089
C 0.5226 0.1056 -1.3607
N 0.6450 0.4627 -0.0849
H 2.7654 0.0428 2.4772
H 1.0343 -0.3048 2.5793
H 1.4791 1.3656 2.2396
H 3.6177 -0.8998 0.5724
H 3.2462 -1.9613 -1.7613
H 1.7426 -2.2960 -3.5481
H -0.0729 -1.3476 -4.9761
H -1.7569 0.2825 -3.9826
C -3.4570 0.5696 2.7420
S -1.6908 0.5669 2.9003
O -1.3485 0.4253 4.2973
O -1.2628 1.9342 2.4602
O -1.2274 -0.4374 1.9645
H -3.7455 1.6543 2.6283
H -3.8808 0.2236 3.6765
H -3.7138 -0.0508 1.8759